This record from the Open Molecules 2025 dataset describes 2 unconnected molecules or ions with the total composition CH5S3 in a non-equilibrium geometry. The level of theory is ωB97M-V/def2-TZVPD.

Properties
- LUMO (eV) = 3.35
- Kohn-Sham gap (eV) = 5.3
- E (hartree) = -1235.68755
- M (g/mol) = 113.252
- ΔE to the lowest compared entry with this formula, charge and spin (kJ/mol) = 51.4
- charge = -1

Each line ends with the Löwdin charge.
CARTESIAN COORDINATES (ANGSTROEM)
S (1.144248, 3.005365, -1.702551)  0.396
H (2.022910, 2.297955, -0.981539)  -0.230
C (-0.620439, -2.056994, 0.460327)  -0.582
S (0.086672, -0.455010, 0.000650)  0.023
S (-1.046321, 0.814092, 1.169005)  -0.381
H (-1.019790, -2.555524, -0.424181)  0.000
H (-1.320958, -2.012471, 1.277347)  -0.013
H (0.244439, -2.620162, 0.848620)  -0.003
H (0.509238, 3.582749, -0.647678)  -0.209

Atoms 1-3, force components in eV/Å:
-0.16 0.41 0.04
-0.22 0.03 0.21
1.41 -0.66 -0.14